Below is an isolated molecule of C23H33NO3, with properties calculated with ωB97M-V with the def2-TZVPD basis set.

Last column: Löwdin charge in e.
Element x y z (Å)
O -0.53 -0.35 1.03  0.0889
C -0.85 -1.34 0.43  -0.4609
C 0.16 -2.48 0.19  -0.0682
O 1.47 -1.98 0.29  0.0125
C 1.78 -1.02 -0.61  -0.4358
O 1.05 -0.75 -1.53  0.1388
C 3.11 -0.37 -0.31  -0.3383
C 3.47 0.62 -1.42  -0.0816
C 4.79 1.30 -1.08  -0.2894
C 4.65 2.06 0.25  -0.1194
C 4.29 1.07 1.36  -0.2874
C 5.39 0.02 1.49  -0.1184
C 5.53 -0.73 0.17  -0.2895
C 5.89 0.25 -0.95  -0.1211
C 4.21 -1.42 -0.17  -0.0746
C 2.96 0.39 1.02  -0.0703
N -2.07 -1.60 -0.07  0.1469
C -3.20 -0.66 -0.04  -0.4175
C -2.85 0.60 -0.83  -0.0708
C -4.04 1.55 -0.82  -0.2882
C -5.25 0.87 -1.46  -0.1211
C -5.60 -0.39 -0.67  -0.2912
C -5.94 -0.01 0.77  -0.1220
C -4.73 0.67 1.41  -0.2890
C -4.38 1.93 0.62  -0.1166
C -3.54 -0.28 1.40  -0.0762
C -4.40 -1.35 -0.68  -0.0869
H 0.00 -2.93 -0.80  0.1319
H 0.06 -3.24 0.97  0.1406
H 2.67 1.35 -1.52  0.1316
H 3.55 0.08 -2.37  0.1316
H 5.05 2.01 -1.87  0.1403
H 3.87 2.82 0.15  0.1206
H 5.58 2.57 0.49  0.1189
H 4.18 1.61 2.30  0.1413
H 6.33 0.51 1.74  0.1192
H 5.14 -0.68 2.29  0.1206
H 6.32 -1.49 0.26  0.1403
H 6.84 0.74 -0.72  0.1190
H 6.01 -0.28 -1.89  0.1195
H 3.95 -2.13 0.61  0.1268
H 4.31 -1.97 -1.11  0.1339
H 2.16 1.12 0.94  0.1359
H 2.69 -0.32 1.81  0.1318
H -2.20 -2.42 -0.63  0.1429
H -1.98 1.08 -0.38  0.1238
H -2.59 0.33 -1.86  0.1325
H -3.79 2.46 -1.39  0.1412
H -6.10 1.55 -1.47  0.1196
H -5.02 0.61 -2.50  0.1194
H -6.46 -0.89 -1.13  0.1401
H -6.80 0.66 0.78  0.1196
H -6.20 -0.90 1.34  0.1190
H -4.97 0.94 2.44  0.1408
H -3.52 2.43 1.08  0.1232
H -5.22 2.63 0.64  0.1195
H -2.67 0.19 1.86  0.1177
H -3.77 -1.19 1.97  0.1301
H -4.17 -1.63 -1.71  0.1268
H -4.65 -2.25 -0.13  0.1271

Energy: -32022.59204 eV
LUMO: 0.66 eV
HOMO energy: -9.49 eV
Energy above the lowest of the compared OMol25 structures with the same formula, charge and spin: 0.000 eV
Orbital gap: 0.373 Eh
SMILES string: O=C(COC(=O)[C@]12C[C@H]3C[C@H](C[C@H](C3)C1)C2)N[C@]12C[C@H]3C[C@H](C[C@H](C3)C1)C2
Multiplicity: 1

---

Below is a structure of composition C23H33NOP2Pb at a distorted geometry, with properties calculated with ωB97M-V with the def2-TZVPD basis set.

Last column: Löwdin charge in e.
Element x y z (Å)
C -2.49 1.76 -4.24  -0.0130
C -2.70 1.48 -2.90  -0.2272
C -3.09 0.16 -2.52  -0.2193
C -3.25 -0.85 -3.52  -0.1576
C -3.05 -0.50 -4.88  0.0126
C -2.66 0.78 -5.23  -0.0275
C -3.47 -2.16 -3.08  0.0555
C -3.79 -2.45 -1.74  -0.1686
C -3.64 -1.38 -0.79  -0.2399
C -3.82 -1.64 0.60  -0.2306
C -4.10 -2.94 1.02  -0.0078
C -4.25 -3.98 0.09  -0.0316
C -4.13 -3.74 -1.26  0.0092
H -2.19 2.77 -4.53  0.1336
H -3.20 -1.28 -5.64  0.1315
H -2.47 1.03 -6.27  0.1256
H -3.59 -2.95 -3.82  0.1470
H -4.22 -3.13 2.09  0.1316
H -4.46 -4.98 0.45  0.1263
H -4.26 -4.53 -2.00  0.1341
N -3.06 -0.21 -1.20  -0.0198
Pb -0.55 -0.59 -0.71  1.0334
C -2.42 2.51 -1.83  -0.2815
H -3.15 2.42 -1.01  0.0966
H -2.42 3.53 -2.22  0.1075
C -3.57 -0.52 1.59  -0.2665
H -3.97 0.43 1.21  0.1009
H -4.00 -0.74 2.58  0.1122
P -0.76 2.24 -1.07  0.7756
P -1.76 -0.26 1.84  0.8360
C -1.38 -1.65 2.95  -0.2275
H -0.34 -1.54 3.31  0.0406
H -2.07 -1.64 3.81  0.0748
H -1.47 -2.61 2.42  0.0603
C -1.73 1.19 2.93  -0.2047
H -2.29 0.97 3.85  0.0822
H -0.68 1.42 3.17  0.0475
H -2.17 2.05 2.41  0.0482
C 0.34 2.68 -2.47  -0.2434
H 0.05 3.67 -2.84  0.0696
H 1.38 2.70 -2.11  0.0481
H 0.25 1.94 -3.27  0.0541
C -0.60 3.63 0.07  -0.2197
H 0.39 3.58 0.56  0.0446
H -0.70 4.57 -0.49  0.0754
H -1.38 3.57 0.85  0.0454
H -1.34 -2.00 -2.10  0.1027
H 1.21 -0.11 -1.18  -0.0354
C 3.71 0.90 1.22  -0.1449
C 3.46 0.21 2.57  -0.1390
C 1.93 0.04 2.60  -0.2094
O 1.36 1.01 1.68  -0.2666
C 2.44 1.73 1.05  -0.2145
H 4.62 1.52 1.21  0.1279
H 3.80 0.15 0.43  0.1147
H 3.77 0.88 3.38  0.1254
H 3.97 -0.74 2.68  0.1227
H 1.63 -0.97 2.27  0.1059
H 1.49 0.19 3.60  0.1208
H 2.56 2.70 1.57  0.1331
H 2.18 1.95 0.00  0.0826

Energy: -51732.52826 eV
LUMO: -8.18 eV
HOMO energy: -13.91 eV
Energy above the lowest of the compared OMol25 structures with the same formula, charge and spin: 0.000 eV
Orbital gap: 0.211 Eh
Charge: +2
Multiplicity: 1

---

Below is a structure of composition C23H34ClN2O2PdS2Si3 at a distorted geometry, with properties calculated with ωB97M-V with the def2-TZVPD basis set.

Last column: Löwdin charge in e.
Element x y z (Å)
Pd -0.92 0.32 -0.35  0.8404
S -0.90 3.02 -0.30  0.5692
C -0.82 2.61 -1.95  -1.0900
N -0.61 1.37 -2.35  -0.0678
C -0.67 1.26 -3.73  -0.3246
C -0.43 0.11 -4.44  -0.0302
C -0.42 0.14 -5.83  -0.0978
C -0.66 1.32 -6.51  -0.1145
C -0.87 2.49 -5.80  -0.1173
C -0.83 2.45 -4.43  -0.5274
S -1.01 3.76 -3.35  0.9955
H -0.34 -0.88 -3.93  0.1205
H -0.42 -0.79 -6.38  0.0945
H -0.81 1.33 -7.58  0.0924
H -1.13 3.42 -6.30  0.1028
C 1.68 2.93 2.13  -0.1933
Si 1.41 1.08 2.36  0.3350
C 0.19 1.00 3.81  -0.1736
C 3.11 0.63 3.09  -0.1853
C 1.04 0.02 0.95  -0.5054
Si 2.37 0.11 -0.39  0.4186
C 3.99 -0.69 0.24  -0.1857
C 2.80 1.86 -0.97  -0.1580
C 1.90 -0.93 -1.92  -0.1952
Si 0.35 -1.57 1.55  0.4536
C 0.31 -2.98 0.31  -0.1783
C 1.33 -2.35 3.08  -0.1794
C -1.39 -1.22 2.21  -0.3323
C -2.05 -1.83 3.25  -0.0600
C -3.35 -1.41 3.58  -0.0617
C -3.95 -0.38 2.88  -0.0396
C -3.14 0.26 1.93  -0.1025
N -1.95 -0.21 1.57  -0.0227
H 1.84 3.26 3.14  0.0162
H 0.81 3.49 1.74  -0.0162
H 2.47 3.15 1.46  -0.0108
H 0.63 1.64 4.57  0.0175
H 0.09 -0.03 4.21  0.0155
H -0.79 1.42 3.56  0.0321
H 3.10 0.97 4.16  0.0398
H 3.94 1.13 2.58  0.0219
H 3.22 -0.45 3.04  0.0016
H 4.54 0.00 0.90  0.0097
H 4.62 -0.91 -0.60  0.0095
H 3.74 -1.63 0.73  0.0210
H 3.29 2.40 -0.17  0.0087
H 1.88 2.40 -1.16  0.0031
H 3.42 1.81 -1.82  0.0087
H 2.26 -1.97 -1.83  0.0326
H 2.36 -0.48 -2.78  0.0164
H 0.77 -0.96 -1.98  -0.0048
H 1.32 -3.26 0.17  0.0040
H -0.08 -2.64 -0.69  0.0187
H -0.21 -3.90 0.59  0.0343
H 2.32 -2.61 2.82  -0.0100
H 0.83 -3.32 3.32  0.0264
H 1.36 -1.77 4.02  0.0210
H -1.52 -2.65 3.75  0.1023
H -3.92 -1.93 4.35  0.0990
H -4.90 0.03 3.13  0.0939
H -3.49 1.10 1.37  0.0996
Cl -6.02 -1.46 -0.96  0.5404
C -4.38 -1.88 -1.41  -0.5463
C -3.22 -0.94 -1.17  -0.8096
O -2.17 -1.59 -1.07  -0.0830
O -3.32 0.27 -1.09  -0.0364
H -4.43 -2.17 -2.49  0.0908
H -4.19 -2.76 -0.84  0.0526

Energy: -92789.04302 eV
LUMO (alpha / beta): 2.67 / 2.17 eV
HOMO energy (alpha / beta): -4.44 / -4.96 eV
Energy above the lowest of the compared OMol25 structures with the same formula, charge and spin: 0.000 eV
Orbital gap (alpha / beta): 0.261 / 0.262 Eh
Charge: -1
Multiplicity: 3
<S²>: 2.008

---

Below is a structure of composition C23H34LaN2OP2 at a distorted geometry, with properties calculated with ωB97M-V with the def2-TZVPD basis set.

Last column: Löwdin charge in e.
Element x y z (Å)
C -1.93 2.97 -3.79  -0.0702
C -1.56 1.67 -3.65  -0.2310
C -0.22 1.34 -3.94  -0.1607
C 0.84 2.33 -4.08  -0.1401
C 0.41 3.69 -4.02  -0.0182
C -0.96 3.97 -3.96  -0.0604
C 2.19 1.90 -4.06  0.0756
C 2.45 0.56 -3.62  -0.1343
C 1.33 -0.35 -3.45  -0.1537
C 1.43 -1.66 -2.78  -0.1885
C 2.70 -2.14 -2.58  -0.0741
C 3.80 -1.32 -2.84  -0.0651
C 3.72 0.01 -3.29  -0.0168
H -2.94 3.26 -3.69  0.1116
H 1.19 4.47 -4.04  0.1214
H -1.26 5.04 -3.99  0.1176
H 3.02 2.56 -4.38  0.1343
H 2.84 -3.06 -2.09  0.1024
H 4.80 -1.73 -2.68  0.1100
H 4.60 0.66 -3.40  0.1176
N 0.16 0.04 -3.98  0.1527
La -0.47 0.19 1.29  1.1367
C -2.41 0.58 -3.01  -0.2670
H -2.04 -0.40 -3.40  0.0694
H -3.48 0.68 -3.25  0.0933
C 0.15 -2.36 -2.31  -0.2651
H -0.69 -1.93 -2.86  0.0496
H 0.18 -3.45 -2.48  0.1031
P -2.24 0.45 -1.14  0.7240
P -0.18 -2.12 -0.51  0.6849
C 1.36 -2.65 0.32  -0.3414
H 1.33 -2.43 1.41  0.0146
H 1.49 -3.77 0.23  0.0679
H 2.22 -2.15 -0.11  0.0108
C -1.51 -3.22 0.15  -0.2854
H -1.06 -4.21 0.44  0.0532
H -1.98 -2.81 1.10  0.0222
H -2.30 -3.40 -0.55  0.0321
C -2.40 2.21 -0.63  -0.3119
H -3.47 2.45 -0.46  0.0554
H -1.79 2.45 0.26  -0.0117
H -2.05 2.83 -1.46  0.0268
C -3.92 -0.17 -0.67  -0.2963
H -3.89 -0.58 0.37  0.0308
H -4.63 0.69 -0.70  0.0456
H -4.26 -0.96 -1.35  0.0448
H 1.41 -0.28 0.21  -0.0510
H 1.81 0.23 0.68  0.0598
C 0.72 -0.32 5.94  -0.0187
N 1.09 0.42 4.72  -0.1354
C 2.36 0.11 4.05  -0.0028
C 0.18 1.08 4.07  -0.5482
C -1.23 1.10 4.53  -0.0394
O 0.48 1.56 2.88  -0.3325
H 1.67 -0.76 6.33  0.1027
H 0.03 -1.18 5.69  0.1117
H 0.26 0.28 6.71  0.0880
H 2.14 -0.45 3.12  0.0691
H 2.91 1.00 3.80  0.0981
H 2.90 -0.55 4.73  0.0934
H -1.90 1.68 3.91  0.0817
H -1.66 0.05 4.58  0.0953
H -1.22 1.52 5.58  0.1113

Energy: -48857.24515 eV
LUMO (alpha / beta): -3.22 / -3.21 eV
HOMO energy (alpha / beta): -7.07 / -7.40 eV
Orbital gap (alpha / beta): 0.141 / 0.154 Eh
Charge: +1
Multiplicity: 1

---

Below is an isolated molecule of C23H34N2OS2 at a distorted geometry, with properties calculated with ωB97M-V with the def2-TZVPD basis set.

Last column: Löwdin charge in e.
Element x y z (Å)
C -5.25 -0.83 -1.69  -0.0646
C -5.01 -0.29 -0.28  -0.3727
C -6.14 -0.71 0.67  -0.0624
C -3.68 -0.75 0.25  -0.2573
C -3.36 -2.10 0.41  -0.0033
C -2.10 -2.43 0.87  -0.0033
C -1.19 -1.43 1.19  -0.1500
C 0.20 -1.64 1.61  -0.4277
O 0.76 -0.81 2.31  -0.0423
C 0.92 -2.79 1.09  -0.4494
C 0.67 -3.61 0.02  -0.1256
C 1.70 -4.53 -0.22  -0.1760
C 2.74 -4.38 0.66  -0.3918
S 2.47 -3.13 1.78  1.0943
C -1.64 -0.10 1.08  -0.4843
S -0.62 1.20 1.62  1.0599
C -1.39 2.64 0.78  -0.4196
C -0.37 3.34 -0.10  -0.2626
C 0.61 4.23 0.69  -0.2117
C 2.08 3.97 0.32  -0.2128
C 2.66 2.80 1.12  -0.2132
C 3.91 2.20 0.49  -0.2035
C 3.59 1.22 -0.64  -0.1840
C 3.10 -0.13 -0.07  -0.2209
N 2.49 -1.05 -1.02  -0.2720
C 1.25 -0.56 -1.58  -0.0930
C 3.38 -1.54 -2.03  -0.1037
N -2.83 0.21 0.59  0.1071
H -5.31 -1.92 -1.68  0.0735
H -4.44 -0.54 -2.35  0.0818
H -6.18 -0.44 -2.08  0.0775
H -4.98 0.80 -0.32  0.1344
H -7.09 -0.32 0.31  0.0777
H -6.21 -1.79 0.73  0.0746
H -5.95 -0.32 1.67  0.0831
H -4.08 -2.86 0.18  0.1107
H -1.83 -3.47 1.02  0.1195
H -0.22 -3.55 -0.59  0.1095
H 1.69 -5.25 -1.02  0.1025
H 3.65 -4.95 0.70  0.0639
H -2.22 2.23 0.20  0.0554
H -1.78 3.30 1.55  0.0770
H 0.18 2.58 -0.65  0.0912
H -0.90 3.95 -0.84  0.1091
H 0.49 4.05 1.76  0.1045
H 0.37 5.28 0.51  0.1059
H 2.15 3.78 -0.75  0.1054
H 2.67 4.87 0.53  0.1092
H 1.90 2.03 1.23  0.0557
H 2.89 3.15 2.13  0.1172
H 4.54 3.01 0.09  0.1089
H 4.49 1.68 1.25  0.1098
H 4.48 1.05 -1.25  0.1078
H 2.81 1.64 -1.28  0.0968
H 3.95 -0.65 0.37  0.1148
H 2.38 0.05 0.72  0.0891
H 1.39 0.22 -2.35  0.0848
H 0.72 -1.40 -2.05  0.0828
H 0.63 -0.16 -0.79  0.0654
H 4.29 -1.91 -1.56  0.0850
H 3.66 -0.79 -2.78  0.0821
H 2.90 -2.37 -2.55  0.0797

Energy: -51101.00435 eV
LUMO: -0.15 eV
HOMO energy: -7.96 eV
Energy above the lowest of the compared OMol25 structures with the same formula, charge and spin: 0.389 eV
Orbital gap: 0.287 Eh
SMILES string: CC(C)c1ccc(C(=O)c2cccs2)c(SCCCCCCCCN(C)C)n1
Multiplicity: 1

---

Below is an isolated molecule of C23H34N4O2, with properties calculated with ωB97M-V with the def2-TZVPD basis set.

Last column: Löwdin charge in e.
Element x y z (Å)
C -3.40 1.99 2.36  -0.0761
O -2.57 2.28 1.27  -0.0844
C -2.23 1.27 0.41  -0.2339
C -2.71 -0.04 0.50  -0.0169
C -2.28 -1.00 -0.40  -0.0415
C -1.38 -0.68 -1.41  -0.2082
C -0.78 -1.74 -2.30  -0.1408
N 0.45 -2.33 -1.78  -0.1446
C 0.24 -3.24 -0.66  -0.1648
C 1.53 -3.39 0.14  -0.1495
N 1.95 -2.14 0.77  -0.1185
C 1.60 -2.06 2.18  -0.1606
C 0.12 -2.12 2.47  -0.0607
C -0.56 -3.11 3.03  -0.3497
C 0.03 -4.40 3.55  -0.0588
C -2.05 -3.03 3.21  -0.0610
C 1.58 -0.97 -0.02  -0.2971
C 2.57 0.19 0.18  -0.1067
C 2.11 1.24 1.21  -0.2790
O 2.65 2.51 0.97  -0.0950
C 1.52 -1.38 -1.50  -0.1303
C -0.96 0.64 -1.53  0.0102
C -1.36 1.61 -0.63  -0.1161
C -0.86 3.04 -0.70  -0.0626
N 0.08 3.26 -1.75  -0.1662
C -0.18 3.58 -3.03  -0.0709
C 1.02 3.62 -3.69  -0.0600
C 1.97 3.30 -2.71  -0.1352
N 1.38 3.08 -1.55  0.0738
H -3.50 2.92 2.91  0.0958
H -4.39 1.66 2.04  0.0969
H -2.96 1.23 3.01  0.0965
H -3.41 -0.32 1.27  0.0985
H -2.66 -2.00 -0.31  0.1154
H -1.48 -2.56 -2.45  0.1240
H -0.54 -1.32 -3.28  0.1236
H -0.55 -2.89 0.02  0.0963
H -0.07 -4.21 -1.07  0.1222
H 2.33 -3.74 -0.52  0.1196
H 1.39 -4.14 0.92  0.1151
H 2.14 -2.86 2.69  0.1104
H 1.99 -1.11 2.55  0.1072
H -0.43 -1.25 2.14  0.0981
H 1.11 -4.41 3.51  0.0624
H -0.28 -4.54 4.59  0.0816
H -0.36 -5.24 2.97  0.0846
H -2.44 -2.10 2.79  0.0552
H -2.54 -3.87 2.71  0.0814
H -2.31 -3.07 4.26  0.0805
H 0.58 -0.60 0.25  0.1204
H 2.70 0.71 -0.76  0.0984
H 3.55 -0.22 0.47  0.1226
H 2.44 0.97 2.22  0.1080
H 1.01 1.28 1.21  0.1044
H 2.35 2.80 0.08  0.0273
H 1.39 -0.51 -2.13  0.1108
H 2.48 -1.84 -1.77  0.1294
H -0.30 0.91 -2.33  0.1158
H -0.38 3.29 0.25  0.1401
H -1.72 3.71 -0.82  0.1413
H -1.18 3.76 -3.37  0.1249
H 1.20 3.86 -4.72  0.0897
H 3.03 3.23 -2.81  0.1067

Energy: -34456.74375 eV
LUMO: 0.65 eV
HOMO energy: -7.88 eV
Energy above the lowest of the compared OMol25 structures with the same formula, charge and spin: 3.610 eV
Orbital gap: 0.314 Eh
SMILES string: COc1ccc(CN2CCN(CC=C(C)C)[C@@H](CCO)C2)cc1Cn1cccn1
Multiplicity: 1

---

Below is an isolated molecule of C23H34N4O3, with properties calculated with ωB97M-V with the def2-TZVPD basis set.

Last column: Löwdin charge in e.
Element x y z (Å)
C -6.30 -1.04 -2.80  -0.1129
C -6.24 -1.98 -1.60  -0.2676
C -5.39 -1.44 -0.46  -0.2201
C -5.99 -0.19 0.19  -0.1729
C -5.27 0.21 1.48  -0.1248
N -3.87 0.51 1.24  0.0726
C -2.94 -0.44 1.60  -0.4756
O -3.23 -1.49 2.13  0.0850
N -1.63 -0.13 1.33  0.1792
C -1.20 1.04 0.76  -0.1627
C 0.15 1.29 0.53  0.0381
C 0.54 2.48 -0.07  -0.1218
C 1.99 2.72 -0.37  -0.4675
O 2.37 3.11 -1.45  0.0784
N 2.80 2.49 0.68  0.0759
C 4.22 2.31 0.52  -0.1448
C 4.61 0.86 0.86  -0.1620
N 3.65 -0.07 0.28  -0.1103
C 3.45 -1.32 1.00  -0.3733
C 3.09 -1.12 2.47  -0.0522
C 4.64 -2.28 0.83  -0.1516
C 4.84 -2.59 -0.65  -0.1888
C 5.01 -1.29 -1.43  -0.1470
C 3.87 -0.29 -1.15  -0.3498
C 2.57 -0.68 -1.86  -0.0288
C -0.42 3.42 -0.45  -0.0018
C -1.75 3.19 -0.21  0.0171
C -2.16 2.00 0.40  -0.0584
C -3.58 1.74 0.66  -0.3605
O -4.47 2.53 0.40  0.0993
H -6.85 -1.50 -3.62  0.0669
H -5.30 -0.80 -3.15  0.0736
H -6.81 -0.11 -2.54  0.0649
H -7.25 -2.18 -1.24  0.1049
H -5.81 -2.94 -1.93  0.1030
H -5.28 -2.21 0.31  0.1121
H -4.39 -1.21 -0.83  0.1132
H -5.96 0.65 -0.50  0.1039
H -7.04 -0.38 0.44  0.1223
H -5.30 -0.61 2.20  0.1244
H -5.74 1.10 1.90  0.1281
H -0.95 -0.83 1.59  0.1643
H 0.88 0.54 0.78  0.1038
H 2.40 2.10 1.53  0.1316
H 4.45 2.56 -0.51  0.1121
H 4.77 2.99 1.18  0.1210
H 5.65 0.69 0.52  0.1204
H 4.60 0.74 1.94  0.1083
H 2.58 -1.79 0.52  0.1330
H 2.39 -0.30 2.59  0.0658
H 3.98 -0.92 3.07  0.0742
H 2.63 -2.03 2.85  0.0813
H 4.45 -3.20 1.39  0.1164
H 5.54 -1.82 1.25  0.1188
H 3.97 -3.14 -1.02  0.1081
H 5.72 -3.22 -0.79  0.1096
H 5.05 -1.49 -2.50  0.1145
H 5.96 -0.83 -1.15  0.1073
H 4.16 0.68 -1.57  0.1354
H 1.79 0.03 -1.61  0.0676
H 2.24 -1.68 -1.58  0.0681
H 2.72 -0.66 -2.93  0.0852
H -0.09 4.33 -0.94  0.1215
H -2.52 3.90 -0.48  0.1239

Energy: -36508.73618 eV
LUMO: 0.10 eV
HOMO energy: -8.59 eV
Energy above the lowest of the compared OMol25 structures with the same formula, charge and spin: 0.334 eV
Orbital gap: 0.319 Eh
SMILES string: CCCCCn1c(=O)[nH]c2cc(C(=O)NCCN3[C@H](C)CCC[C@H]3C)ccc2c1=O
Multiplicity: 1

---

The highest energy belongs to which entry?
C23H33NO3

---

Which of these has the lowest energy?
C23H34ClN2O2PdS2Si3

---

Among the records above, which one has the highest energy?
C23H33NO3

---

multiplicity of number 5 (C23H34N2OS2)?
1